This record from OMol25 describes a structure of composition C21H20IrN2O4S4. The level of theory is wB97M-V/def2-TZVPD.

Values from the calculation:
HOMO level (alpha / beta) (hartree): -0.2757 / -0.2870
<S²>: 0.762

```
! wB97M-V def2-TZVPD RIJCOSX def2/J DEFGRID3
* xyz 0 2
Ir 0.269 0.121 -0.483
O 2.207 -0.013 0.315
C 2.470 -1.065 1.051
C 3.769 -1.615 0.993
C 4.121 -2.726 1.725
C 3.210 -3.339 2.591
C 1.957 -2.785 2.714
C 1.564 -1.672 1.957
C 0.338 -0.989 2.286
N -0.182 -0.143 1.476
N -1.074 0.809 1.964
C -0.990 1.866 1.215
O -0.223 1.944 0.160
C -1.772 3.075 1.554
C -1.880 4.101 0.621
C -2.629 5.230 0.916
C -3.268 5.338 2.142
C -3.157 4.316 3.076
C -2.412 3.185 2.785
H 4.483 -1.129 0.340
H 5.125 -3.123 1.633
H 3.496 -4.201 3.177
H 1.247 -3.198 3.422
H -0.090 -1.066 3.283
H -1.374 4.005 -0.331
H -2.714 6.025 0.187
H -3.851 6.220 2.372
H -3.653 4.401 4.034
H -2.318 2.380 3.501
O -3.306 3.395 -5.186
C -2.672 2.756 -4.402
S -0.892 2.707 -4.380
C -0.739 1.616 -3.032
C -1.922 1.198 -2.429
S -1.928 0.070 -1.166
S -3.410 1.802 -3.088
S 0.784 1.033 -2.590
C -1.123 -3.626 -1.650
C -0.296 -2.932 -0.589
O 0.599 -1.940 -1.137
C 1.747 -2.560 -1.770
C 2.700 -1.576 -2.400
H -1.790 -4.339 -1.163
H -0.514 -4.183 -2.360
H -1.729 -2.903 -2.194
H 0.299 -3.636 0.000
H -0.948 -2.393 0.094
H 1.365 -3.236 -2.535
H 2.247 -3.151 -0.997
H 2.275 -1.122 -3.293
H 3.586 -2.136 -2.704
H 3.000 -0.798 -1.702
*
```


This record from OMol25 describes a structure of composition C21H20N3O3P2S3V. The level of theory is wB97M-V/def2-TZVPD.

Values from the calculation:
HOMO level (alpha / beta) (hartree): -0.4486 / -0.4396
<S²>: 0.939

```
! wB97M-V def2-TZVPD RIJCOSX def2/J DEFGRID3
* xyz 1 2
V -0.924 0.788 -0.684
C -0.024 1.159 2.518
P -1.285 0.234 1.587
C -2.817 0.486 2.548
C -0.853 -1.508 1.814
C -0.322 -2.033 2.983
C 0.109 -3.349 3.004
C -0.015 -4.142 1.876
C -0.578 -3.635 0.716
C -0.982 -2.309 0.678
P -1.631 -1.470 -0.792
C -3.439 -1.733 -0.721
C -1.091 -2.463 -2.214
H 0.955 0.760 2.243
H -0.181 1.025 3.590
H -0.084 2.224 2.277
H -2.629 0.199 3.583
H -3.620 -0.130 2.147
H -3.109 1.535 2.496
H -0.222 -1.416 3.861
H 0.559 -3.753 3.899
H 0.345 -5.158 1.892
H -0.673 -4.272 -0.149
H -3.662 -2.783 -0.527
H -3.859 -1.434 -1.683
H -3.871 -1.110 0.063
H -1.507 -3.471 -2.138
H 0.001 -2.509 -2.199
H -1.427 -2.004 -3.147
S -1.799 0.779 -2.743
C -2.019 2.487 -2.898
C -1.887 3.049 -4.184
N -1.722 3.489 -5.229
C -2.312 3.226 -1.778
S -2.363 2.426 -0.243
C -2.563 4.614 -1.818
N -2.743 5.745 -1.807
O 2.010 -1.958 -1.135
S 2.076 -0.850 -0.235
O 1.965 -1.118 1.172
N 0.877 0.213 -0.631
C 1.331 1.437 -0.850
O 0.506 2.320 -1.136
C 2.795 1.571 -0.740
C 3.572 2.719 -0.841
C 4.946 2.590 -0.702
C 5.530 1.349 -0.483
C 4.754 0.197 -0.377
C 3.394 0.335 -0.501
H 3.116 3.682 -1.011
H 5.565 3.473 -0.763
H 6.599 1.269 -0.373
H 5.206 -0.770 -0.213
*
```


This record from OMol25 describes a structure of composition C21H20N4O4S2. The level of theory is wB97M-V/def2-TZVPD.

Values from the calculation:
HOMO level (hartree): -0.2896

```
! wB97M-V def2-TZVPD RIJCOSX def2/J DEFGRID3
* xyz 0 1
C 4.847 -1.287 -8.852
C 3.970 -1.176 -7.482
O 4.554 -1.072 -6.364
N 2.623 -1.259 -7.807
C 1.393 -1.200 -6.970
C 1.790 -0.796 -5.669
C 0.735 -0.578 -4.843
C -0.587 -1.056 -5.236
C -0.761 -1.310 -6.603
C 0.270 -1.300 -7.396
H 0.357 -1.611 -8.463
H -1.692 -1.483 -7.012
H -1.595 -0.859 -4.574
C 1.022 -0.478 -3.252
N -0.164 -0.157 -2.696
N -0.026 0.423 -1.462
C -1.361 0.806 -0.771
O -2.318 0.754 -1.346
C -1.014 1.002 0.795
C 0.223 1.760 1.136
C 0.187 1.966 2.427
C -0.664 1.930 3.266
C -1.906 1.289 2.892
C -1.981 1.049 1.494
H -3.001 0.212 1.190
H -2.879 1.168 3.612
N -0.901 2.302 4.633
S -1.446 1.406 6.037
O -2.922 1.688 5.657
O -0.983 2.161 7.145
C -0.983 -0.281 5.884
C -0.071 -0.867 6.450
C 0.188 -2.119 6.194
C -0.892 -2.505 5.194
S -1.912 -1.258 4.754
H -0.718 -3.569 4.931
H 0.837 -2.910 6.585
H 0.753 0.004 7.197
H 0.185 2.620 4.962
H 1.310 2.525 2.772
H 0.941 2.072 0.547
H 0.994 0.420 -0.951
C 2.308 -0.641 -2.799
H 2.811 0.308 -2.900
H 2.283 -1.014 -1.714
H 2.713 -1.457 -3.058
H 2.737 -0.628 -5.199
H 2.242 -1.303 -8.721
H 4.631 -2.465 -9.301
H 4.682 -0.587 -9.718
H 5.892 -1.369 -8.631
*
```


This record from OMol25 describes a structure of composition C21H20N5O3SSbSe4Ti. The level of theory is wB97M-V/def2-TZVPD.

Values from the calculation:
HOMO level (alpha / beta) (hartree): -0.0301 / -0.0464
<S²>: 2.019

```
! wB97M-V def2-TZVPD RIJCOSX def2/J DEFGRID3
* xyz -2 3
Ti 0.716 0.697 1.824
N 1.226 0.046 5.949
C 0.318 0.231 5.010
N 0.921 0.510 3.887
C 2.265 0.392 4.179
N 2.487 0.137 5.450
C 3.235 0.393 3.085
C 4.594 0.512 3.264
N 5.496 0.469 2.280
C 4.940 0.226 1.040
C 3.609 0.100 0.824
N 2.673 0.207 1.819
H 1.086 -0.330 6.868
H -0.746 0.138 5.152
H 4.969 0.661 4.275
H 5.634 0.132 0.212
H 3.229 -0.110 -0.162
Se 0.436 -4.351 4.424
Sb -0.887 -3.754 2.463
Se -0.059 -1.403 1.846
Se -0.549 -5.125 0.471
Se -3.268 -3.485 2.982
O 0.707 0.747 -0.179
S 0.034 -0.489 -0.822
C -1.713 0.016 -0.888
C -2.580 -1.101 -1.415
C -3.082 -1.101 -2.720
C -3.816 -2.185 -3.189
C -4.050 -3.279 -2.360
C -3.577 -3.275 -1.054
C -2.860 -2.185 -0.583
C 0.470 -0.238 -2.621
C 0.252 1.127 -3.214
C -0.682 1.337 -4.225
C -0.954 2.616 -4.704
C -0.289 3.711 -4.175
C 0.678 3.511 -3.199
C 0.959 2.230 -2.735
H -1.746 0.928 -1.485
H -1.932 0.248 0.148
H -2.908 -0.248 -3.355
H -4.195 -2.177 -4.206
H -4.598 -4.136 -2.738
H -3.737 -4.110 -0.384
H -2.521 -2.183 0.453
H -0.082 -1.022 -3.144
H 1.529 -0.500 -2.595
H -1.190 0.483 -4.650
H -1.688 2.752 -5.491
H -0.518 4.713 -4.523
H 1.219 4.356 -2.790
H 1.725 2.084 -1.984
O -1.004 1.746 1.951
C -0.314 2.800 1.920
O 0.962 2.762 1.954
H -0.826 3.768 1.861
*
```


This record from OMol25 describes the molecule C21H20N6O4. The level of theory is wB97M-V/def2-TZVPD.

Values from the calculation:
HOMO level (hartree): -0.3019
Structure (SMILES): COC(=O)c1ccc(NC(=O)CCc2nnc3ccc(NCc4ccco4)nn23)cc1

```
! wB97M-V def2-TZVPD RIJCOSX def2/J DEFGRID3
* xyz 0 1
C 8.154 -3.766 0.287
H 8.668 -3.329 -0.565
H 8.278 -4.851 0.295
H 8.551 -3.364 1.222
O 6.786 -3.425 0.144
C 5.967 -3.884 1.111
O 6.368 -4.542 2.043
C 4.561 -3.495 0.899
C 4.160 -2.730 -0.197
C 2.835 -2.389 -0.353
C 1.879 -2.804 0.581
C 2.278 -3.570 1.677
C 3.606 -3.908 1.827
H 3.930 -4.501 2.670
H 1.544 -3.889 2.397
N 0.564 -2.425 0.350
C -0.521 -2.582 1.151
O -0.531 -3.136 2.228
C -1.787 -1.971 0.549
H -1.897 -2.298 -0.486
H -2.627 -2.347 1.134
C -1.784 -0.439 0.612
C -1.037 0.200 -0.500
N -0.178 -0.360 -1.325
N 0.276 0.540 -2.191
C -0.308 1.685 -1.912
C -0.232 2.976 -2.477
C -0.995 3.946 -1.918
C -1.843 3.643 -0.794
N -1.928 2.442 -0.271
N -1.159 1.509 -0.832
N -2.543 4.644 -0.211
H -2.656 5.491 -0.747
C -3.556 4.374 0.793
C -4.854 3.959 0.179
C -5.372 2.730 -0.101
C -6.614 2.959 -0.743
C -6.753 4.310 -0.811
O -5.693 4.925 -0.261
H -7.529 4.933 -1.209
H -7.301 2.221 -1.100
H -4.925 1.785 0.128
H -3.696 5.284 1.381
H -3.180 3.570 1.426
H -0.985 4.957 -2.295
H 0.418 3.146 -3.320
H -1.361 -0.109 1.567
H -2.810 -0.061 0.573
H 0.420 -1.853 -0.490
H 2.520 -1.794 -1.197
H 4.894 -2.408 -0.917
*
```


This record from OMol25 describes a structure of composition C21H21AlB2BrCl2CsLiNNaO16S3V. The level of theory is wB97M-V/def2-TZVPD.

Values from the calculation:
HOMO level (hartree): -0.2298

```
! wB97M-V def2-TZVPD RIJCOSX def2/J DEFGRID3
* xyz 0 1
O -5.852 -2.388 -5.008
O -5.482 -1.824 -6.124
C -4.143 -1.166 -5.962
B -3.052 -2.152 -5.190
C -1.493 -1.556 -5.239
C -1.239 -0.297 -4.217
C -0.516 -0.749 -2.778
S 0.764 0.540 -2.325
C 0.891 0.784 -0.461
S -0.314 0.044 0.500
N 2.028 1.645 0.039
C 1.566 2.814 0.879
C 1.746 4.357 0.261
C 1.280 5.701 1.111
C 0.636 5.506 2.633
C 0.420 4.001 3.293
C 0.913 2.716 2.396
C 3.141 0.852 0.681
C 4.561 1.671 1.005
C 5.866 0.942 1.752
C 5.825 -0.647 2.202
C 4.417 -1.458 1.848
C 3.111 -0.732 1.099
H -6.837 -2.642 -5.071
H -4.298 -0.193 -5.325
H -3.814 -0.866 -7.056
H -3.322 -2.258 -4.044
H -3.145 -3.213 -5.737
H -0.680 -2.418 -5.145
H -1.368 -1.123 -6.340
H -2.283 0.220 -4.033
H -0.561 0.504 -4.773
H -1.399 -0.870 -2.017
H 0.028 -1.800 -2.936
H 2.215 4.567 -0.807
H 1.401 6.811 0.719
H 0.323 6.503 3.208
H -0.042 3.872 4.382
H 0.780 1.609 2.820
H 4.643 2.808 0.705
H 6.847 1.581 1.987
H 6.764 -1.133 2.712
H 4.413 -2.605 2.174
H 2.163 -1.387 0.895
Na 4.558 -1.335 4.089
Cl 6.979 0.526 4.411
Al 4.240 -4.403 2.710
Br 3.882 -2.557 -0.474
O 2.428 -7.155 5.245
S 1.983 -5.968 5.997
O 2.345 -6.122 7.418
O 0.520 -5.828 5.875
O 2.639 -4.766 5.451
Li 1.715 -4.010 7.885
O 8.054 3.122 9.004
V 7.717 2.395 7.440
O 7.381 1.668 5.877
B -5.388 0.065 -1.107
O -6.552 -0.773 -1.413
C -6.082 -1.973 -1.781
O -6.788 -2.914 -2.104
C -4.643 -1.970 -1.734
O -3.914 -2.908 -2.010
O -4.203 -0.768 -1.336
O -5.363 1.258 -1.959
C -5.393 2.320 -1.141
O -5.385 3.479 -1.525
C -5.438 1.881 0.229
O -5.473 2.601 1.213
O -5.435 0.541 0.278
Cl -4.882 2.129 -3.460
Cs 3.596 4.892 -1.791
*
```


This record from OMol25 describes a structure of composition C21H21BF6N8O4PSc. The level of theory is wB97M-V/def2-TZVPD.

Values from the calculation:
HOMO level (alpha / beta) (hartree): -0.3963 / -0.3963
<S²>: 0.766

```
! wB97M-V def2-TZVPD RIJCOSX def2/J DEFGRID3
* xyz 1 2
Sc -0.186 0.433 -0.870
C -2.807 3.895 -0.093
C -1.645 3.151 0.092
N -1.838 1.882 -0.272
N -3.110 1.794 -0.701
C -3.712 2.985 -0.606
B -3.742 0.438 -1.061
N -3.001 -0.217 -2.253
C -3.479 -0.520 -3.465
C -2.542 -1.295 -4.126
C -1.487 -1.400 -3.223
N -1.776 -0.754 -2.091
N -3.493 -0.492 0.146
C -4.366 -1.169 0.913
C -3.645 -1.944 1.796
C -2.309 -1.657 1.483
N -2.237 -0.777 0.492
H -2.956 4.940 0.114
H -0.692 3.480 0.474
H -4.741 3.106 -0.898
H -4.904 0.555 -1.289
H -4.451 -0.182 -3.784
H -2.599 -1.698 -5.122
H -0.553 -1.929 -3.329
H -5.430 -1.063 0.779
H -4.020 -2.610 2.555
H -1.418 -2.066 1.932
C 5.061 2.859 -0.728
N 4.086 1.808 -0.960
C 4.216 0.749 -1.820
C 3.048 0.055 -1.747
N 2.213 0.663 -0.842
C 2.873 1.713 -0.391
H 5.904 2.715 -1.398
H 5.419 2.831 0.300
H 4.619 3.834 -0.923
H 5.087 0.602 -2.434
H 2.756 -0.833 -2.280
H 2.499 2.409 0.343
O 0.543 -1.407 -0.179
C 0.678 -0.901 0.964
O 0.349 0.293 1.172
C 1.220 -1.734 2.078
C 1.909 -2.938 1.773
C 2.406 -3.762 2.758
C 2.173 -3.353 4.058
O 2.518 -3.953 5.186
C 2.039 -3.149 6.257
O 1.393 -2.021 5.682
C 1.476 -2.148 4.364
C 0.996 -1.315 3.377
H 2.029 -3.200 0.729
H 2.940 -4.677 2.544
H 2.874 -2.822 6.878
H 1.326 -3.717 6.858
H 0.467 -0.392 3.576
F 0.488 0.529 -2.899
P 0.292 2.194 -3.346
F -1.277 1.937 -3.104
F 0.197 1.773 -4.848
F 1.870 2.321 -3.384
F 0.066 3.727 -3.560
F 0.387 2.424 -1.646
*
```


This record from OMol25 describes the molecule C21H21BrN4O2. The level of theory is wB97M-V/def2-TZVPD.

Values from the calculation:
HOMO level (hartree): -0.3012
Structure (SMILES): COc1ccc(/C=N/NC(=O)c2cccc(Br)c2)cc1Cn1nc(C)cc1C

```
! wB97M-V def2-TZVPD RIJCOSX def2/J DEFGRID3
* xyz 0 1
C -0.759 1.633 5.333
H -1.720 1.926 5.752
O -1.052 1.061 4.081
C -0.033 0.651 3.290
C 1.308 0.659 3.668
C 2.286 0.205 2.805
C 1.952 -0.284 1.545
C 0.606 -0.285 1.169
C -0.382 0.175 2.012
C -1.812 0.247 1.531
N -1.936 1.254 0.507
C -2.067 1.097 -0.832
C -2.072 2.366 -1.369
C -1.928 3.235 -0.272
N -1.844 2.541 0.848
C -1.874 4.721 -0.282
H -1.037 5.066 -0.888
H -2.790 5.133 -0.704
H -1.753 5.086 0.734
H -2.170 2.633 -2.401
C -2.207 -0.222 -1.504
H -1.319 -0.838 -1.364
H -2.350 -0.066 -2.569
H -3.069 -0.768 -1.117
H -2.459 0.526 2.366
H -2.129 -0.714 1.120
H 0.357 -0.647 0.185
C 2.965 -0.765 0.636
N 2.633 -1.297 -0.473
N 3.569 -1.731 -1.327
C 3.265 -2.268 -2.547
O 4.141 -2.531 -3.343
C 1.815 -2.497 -2.807
C 1.309 -2.137 -4.050
C -0.028 -2.359 -4.323
C -0.865 -2.957 -3.396
C -0.345 -3.334 -2.169
C 0.986 -3.103 -1.868
H 1.382 -3.400 -0.910
H -0.987 -3.811 -1.444
H -1.904 -3.127 -3.631
Br -0.738 -1.831 -6.010
H 1.961 -1.687 -4.783
H 4.563 -1.586 -1.125
H 4.014 -0.652 0.936
H 3.320 0.225 3.118
H 1.600 1.027 4.638
H -0.125 2.518 5.231
H -0.279 0.911 6.003
*
```


This record from OMol25 describes a structure of composition C21H21CuN5O3P. The level of theory is wB97M-V/def2-TZVPD.

Values from the calculation:
HOMO level (hartree): -0.2782

```
! wB97M-V def2-TZVPD RIJCOSX def2/J DEFGRID3
* xyz 0 1
Cu -0.117 -0.659 0.400
C 3.713 -1.539 2.510
C 4.529 -0.432 2.273
C 4.005 0.643 1.597
C 2.665 0.618 1.162
N 1.887 -0.447 1.402
C 2.415 -1.489 2.056
N 2.263 1.752 0.469
C 1.031 2.032 0.191
N -0.107 1.322 0.420
C -1.190 2.063 0.044
N -2.448 1.818 0.199
C -2.931 0.696 0.862
C -4.198 0.849 1.452
C -4.788 -0.216 2.091
C -4.122 -1.441 2.117
C -2.889 -1.514 1.508
N -2.290 -0.480 0.906
C -0.713 3.339 -0.554
C -1.389 4.415 -1.098
C -0.621 5.477 -1.560
C 0.770 5.460 -1.462
C 1.439 4.379 -0.900
C 0.668 3.321 -0.459
H 4.076 -2.414 3.028
H 5.558 -0.416 2.609
H 4.584 1.528 1.379
H 1.746 -2.328 2.212
H -4.676 1.814 1.380
H -5.759 -0.102 2.555
H -4.546 -2.316 2.588
H -2.338 -2.449 1.488
H -2.469 4.417 -1.158
H -1.108 6.337 -2.003
H 1.332 6.311 -1.826
H 2.516 4.355 -0.807
C 0.512 -5.016 -0.865
O 0.411 -3.770 -0.153
P 0.017 -2.415 -0.913
O -1.305 -2.906 -1.690
C -1.993 -1.906 -2.456
O 1.046 -2.325 -2.159
C 2.209 -1.498 -1.978
H 0.958 -5.727 -0.175
H 1.145 -4.901 -1.744
H -0.479 -5.355 -1.162
H -2.943 -2.342 -2.755
H -1.414 -1.645 -3.341
H -2.171 -1.018 -1.845
H 2.895 -1.949 -1.259
H 1.921 -0.504 -1.628
H 2.693 -1.427 -2.949
*
```


Computed molar mass (g mol⁻¹) in order:
684.89; 571.50; 456.55; 907.96; 420.43; 1052.79; 650.18; 441.33; 485.95
Computed calculated total energy (Ha) in order:
-2919.82038; -4023.32740; -2127.94096; -12405.55791; -1441.74856; -8185.13598; -3278.20805; -3756.33215; -3294.29273